# C41H42N6OTc

A structure of composition C41H42N6OTc at a distorted geometry (wB97M-V/def2-TZVPD, the Open Molecules 2025 dataset).

Results
Total energy ... -2071.737333 Eh
Orbital gap (alpha / beta) ... 6.17 / 6.28 eV
Charge ... +2
⟨S²⟩ ... 0.777
Spin multiplicity ... 2
Max |F| ... 0.0374 hartree/bohr

Structure (XYZ):
```
91
Properties=species:S:1:pos:R:3:forces:R:3
C -4.879 1.590 0.429 0.03 -0.06 0.01
H 1.634 -1.175 5.804 0.00 0.00 -0.03
H -0.445 -6.053 1.357 -0.01 0.02 0.03
C 1.435 -1.563 -4.615 0.08 0.00 -0.01
C -2.009 -0.912 -0.111 0.51 -0.92 0.13
C 1.370 2.046 -2.407 0.08 -0.01 0.05
H -4.000 5.666 -1.356 0.01 0.00 0.02
H -5.953 1.426 0.395 0.01 -0.01 0.00
H -0.536 -4.513 2.228 0.00 -0.03 -0.02
C 1.510 1.529 0.085 -0.19 -0.04 0.06
C 3.420 2.447 -1.018 -0.01 0.01 0.00
O -0.021 -2.980 0.135 -0.82 -1.10 -0.01
N 0.495 -1.111 2.142 0.44 0.19 -0.04
C 0.322 -4.375 0.252 0.31 0.38 0.08
C -0.646 -4.986 1.249 -0.14 0.00 0.05
H 4.705 -1.732 -2.008 0.00 0.01 0.03
C -0.316 -1.245 -3.035 -0.13 0.02 -0.02
H 0.837 -4.516 -1.843 -0.01 -0.03 0.01
C 2.751 -1.353 1.272 -0.21 -0.04 0.01
C -2.238 3.729 -1.982 0.06 0.00 0.06
H -2.714 2.270 0.539 -0.03 0.01 0.01
H -1.200 3.450 -2.173 -0.05 0.02 0.02
H 1.672 1.319 2.210 0.02 0.10 -0.06
C -3.500 6.142 0.670 0.04 0.01 -0.01
C 1.816 -1.238 2.437 0.13 -0.13 -0.29
H 2.010 -5.588 0.816 0.00 0.01 0.02
C -4.142 0.305 0.137 0.05 0.19 0.05
C -0.400 -1.005 3.126 -0.08 -0.02 -0.04
C 2.183 1.627 1.303 -0.01 0.15 0.00
C 3.475 2.122 1.360 -0.02 -0.01 -0.05
H -1.357 -1.125 -2.764 0.03 0.02 -0.01
H 1.150 3.089 -2.649 0.01 -0.02 -0.01
C 4.103 2.519 0.185 -0.01 -0.05 0.01
N -0.559 3.162 0.375 -0.03 -0.16 -0.16
H 0.404 3.448 0.461 0.06 -0.05 -0.02
H -4.256 6.912 0.749 0.02 -0.02 0.00
N 0.554 -1.251 -2.022 0.40 0.22 0.30
H 0.425 1.510 -2.381 -0.05 -0.06 0.01
H -0.648 -1.388 -5.141 0.02 0.00 0.03
N -2.096 1.489 0.367 0.03 -0.11 0.11
H -0.785 -0.933 5.228 0.02 0.00 -0.03
H 1.976 1.656 -3.227 -0.01 -0.02 0.02
H 1.785 -1.689 -5.631 0.00 0.00 0.02
C -3.358 5.435 -0.514 0.01 0.01 -0.01
C 2.341 -1.572 -3.560 0.04 -0.01 -0.15
C 1.310 -1.153 4.771 0.10 0.00 0.01
C -1.707 4.882 1.631 -0.06 -0.01 0.01
H -1.434 -0.922 2.817 0.00 0.02 0.00
C -4.832 -0.858 -0.144 -0.03 -0.03 -0.01
C 2.783 -1.435 -1.078 -0.30 0.04 -0.05
C -2.734 0.250 0.132 -0.04 0.38 -0.15
H -2.266 -2.988 -0.628 0.02 0.02 0.03
C 1.757 -4.530 0.735 0.06 0.04 0.00
C -2.663 5.875 1.746 -0.04 0.01 0.01
H -2.761 6.430 2.670 0.00 -0.01 -0.04
H 3.396 -1.710 -3.748 -0.01 0.01 -0.01
C 1.880 -1.412 -2.271 0.17 0.00 0.33
H -4.652 2.375 -0.299 0.01 -0.02 0.00
C -2.387 4.446 -0.665 0.02 -0.02 -0.07
C -2.775 -2.057 -0.417 -0.17 0.01 0.04
H 2.458 -4.069 0.036 0.01 0.00 0.01
C 2.108 1.972 -1.095 -0.01 0.08 -0.05
H -0.869 -4.857 -1.487 0.03 -0.02 0.00
C -0.029 -1.017 4.459 -0.06 -0.04 -0.01
H 4.642 -1.593 2.276 0.01 0.01 -0.04
H 0.373 -6.053 -1.094 0.00 0.04 0.02
H -4.707 -2.937 -0.667 -0.02 0.02 -0.01
H 3.294 -1.377 3.976 -0.03 0.01 0.00
H 5.889 -1.804 0.155 -0.02 0.00 0.00
H -4.645 1.982 1.425 0.00 -0.01 -0.03
C 4.154 -1.617 -1.085 0.18 -0.02 0.00
H -1.677 -4.859 0.916 0.04 0.00 0.01
C 0.154 -4.985 -1.130 -0.09 0.15 -0.19
H -2.837 2.814 -2.020 0.00 0.00 0.02
Tc 0.068 -1.139 0.052 -0.52 1.80 -0.46
C 0.089 -1.395 -4.350 -0.06 -0.01 0.02
C 2.244 -1.266 3.747 0.02 -0.02 0.14
H 5.115 2.904 0.211 -0.03 0.00 0.00
C 4.120 -1.537 1.331 0.12 -0.04 0.04
H -5.916 -0.841 -0.140 0.02 0.00 -0.01
H 1.880 -4.080 1.723 0.02 -0.02 -0.01
C 4.816 -1.660 0.135 0.06 -0.01 -0.01
H 3.900 2.794 -1.926 -0.01 -0.01 0.02
H -2.571 4.368 -2.797 -0.01 0.00 0.01
H -1.056 4.643 2.464 0.00 0.01 -0.02
N 2.146 -1.295 0.085 0.05 -0.51 0.09
N 0.180 0.949 0.090 -0.01 -0.35 0.14
C -0.810 1.837 0.274 0.00 0.18 -0.09
H 3.985 2.203 2.312 0.00 0.00 -0.02
C -4.153 -2.036 -0.439 0.00 -0.11 -0.03
C -1.575 4.175 0.440 -0.01 -0.03 0.12
```
Positions in Å, forces in eV/Å.

Calculated atomic charges, method Löwdin, unit e: number 1, C, carries -0.02; number 2, H, carries 0.13; number 3, H, carries 0.10; number 4, C, carries 0.00; number 5, C, carries -0.22; number 6, C, carries -0.03; number 7, H, carries 0.12; number 8, H, carries 0.09; number 9, H, carries 0.09; number 10, C, carries -0.28; number 11, C, carries -0.02; number 12, O, carries -0.34; number 13, N, carries -0.02; number 14, C, carries -0.65; number 15, C, carries -0.02; number 16, H, carries 0.12; number 17, C, carries -0.08; number 18, H, carries 0.08; number 19, C, carries -0.21; number 20, C, carries -0.02; number 21, H, carries 0.11; number 22, H, carries 0.06; number 23, H, carries 0.11; number 24, C, carries -0.05; number 25, C, carries -0.21; number 26, H, carries 0.10; number 27, C, carries -0.20; number 28, C, carries -0.07; number 29, C, carries -0.05; number 30, C, carries -0.06; number 31, H, carries 0.12; number 32, H, carries 0.09; number 33, C, carries -0.06; number 34, N, carries 0.16; number 35, H, carries 0.15; number 36, H, carries 0.12; number 37, N, carries -0.01; number 38, H, carries 0.06; number 39, H, carries 0.13; number 40, N, carries 0.17; number 41, H, carries 0.13; number 42, H, carries 0.09; number 43, H, carries 0.13; number 44, C, carries -0.03; number 45, C, carries 0.02; number 46, C, carries 0.00; number 47, C, carries -0.01; number 48, H, carries 0.13; number 49, C, carries -0.02; number 50, C, carries -0.18; number 51, C, carries -0.21; number 52, H, carries 0.07; number 53, C, carries -0.02; number 54, C, carries -0.06; number 55, H, carries 0.11; number 56, H, carries 0.12; number 57, C, carries -0.18; number 58, H, carries 0.08; number 59, C, carries -0.22; number 60, C, carries -0.12; number 61, H, carries 0.08; number 62, C, carries -0.22; number 63, H, carries 0.09; number 64, C, carries -0.01; number 65, H, carries 0.13; number 66, H, carries 0.10; number 67, H, carries 0.11; number 68, H, carries 0.12; number 69, H, carries 0.13; number 70, H, carries 0.10; number 71, C, carries 0.04; number 72, H, carries 0.09; number 73, C, carries -0.01; number 74, H, carries 0.08; number 75, Tc, carries 1.62; number 76, C, carries -0.01; number 77, C, carries 0.02; number 78, H, carries 0.12; number 79, C, carries 0.03; number 80, H, carries 0.12; number 81, H, carries 0.08; number 82, C, carries 0.01; number 83, H, carries 0.13; number 84, H, carries 0.09; number 85, H, carries 0.12; number 86, N, carries 0.01; number 87, N, carries -0.03; number 88, C, carries -0.33; number 89, H, carries 0.12; number 90, C, carries -0.06; number 91, C, carries -0.21